Entry 1:
The following is a quantum chemistry calculation of C19H48B2NO28 as an isolated structure at a distorted geometry, from the OMol25 dataset.

Summary:
Total charge: -1
Max |F| in eV/Å: 15.21
Lowest unoccupied orbital energy in eV: 0.97
Energy above the lowest of the compared OMol25 structures with the same formula, charge and spin in kcal per mole: 11.2

The geometry in XYZ format:
```
98
Properties=species:S:1:pos:R:3:lowdin_charge:R:1
C 3.655 0.099 2.224 -0.066
C 3.327 -1.374 2.507 -0.197
C 1.836 -1.688 2.978 -0.151
C 1.562 -1.250 4.373 -0.140
N 0.211 -1.432 5.047 -0.187
C -0.101 -2.973 5.052 -0.095
C -0.641 -3.319 3.719 -0.178
C -1.691 -2.154 3.499 -0.063
C -0.881 -0.962 4.128 -0.094
C 0.095 -0.954 6.433 -0.112
C 0.233 0.666 6.535 -0.225
C -0.737 1.272 7.503 -0.156
H 4.654 0.227 2.302 0.029
H 3.143 0.699 2.977 0.067
H 3.141 0.364 1.178 0.118
H 4.017 -1.705 3.329 0.114
H 3.522 -1.993 1.699 0.071
H 1.728 -2.864 3.104 0.148
H 1.188 -1.377 2.386 0.015
H 1.649 -0.218 4.165 0.099
H 2.418 -1.397 5.062 0.158
H -0.733 -3.397 5.878 0.154
H 0.898 -3.459 5.183 0.142
H -1.210 -4.215 3.784 0.116
H -0.102 -3.733 2.978 0.072
H -2.545 -2.565 3.973 0.108
H -1.797 -2.113 2.397 0.111
H -1.720 -0.486 4.635 0.119
H -0.519 -0.129 3.283 0.206
H 0.739 -1.352 7.201 0.133
H -0.923 -1.036 6.749 0.110
H -0.043 1.225 5.392 0.175
H 1.273 1.101 6.612 0.113
H -0.523 1.053 8.571 0.082
H -1.738 1.135 7.231 0.045
H -0.700 2.440 7.559 0.116
O 3.206 2.126 -1.014 0.071
C 2.061 1.823 -1.539 -0.394
O 1.914 1.321 -2.646 0.321
B 0.455 0.928 -2.728 -0.666
O -0.086 1.217 -1.342 0.247
C 0.884 1.813 -0.796 -0.417
O 0.789 2.058 0.415 0.115
O 0.333 -0.498 -3.070 0.354
C -0.341 -0.524 -4.065 -0.351
O -0.663 -1.696 -4.643 0.023
C -0.792 0.674 -4.537 -0.434
O -0.340 1.594 -3.841 0.285
O -1.623 0.970 -5.426 0.109
O 1.750 -3.466 -2.164 0.206
C 0.905 -3.010 -1.483 -0.505
O -0.279 -3.412 -1.557 0.309
B -1.064 -2.467 -0.747 -0.812
O -0.131 -1.500 -0.257 0.294
C 1.000 -1.902 -0.550 -0.484
O 1.959 -1.227 -0.382 0.196
O -1.848 -3.227 0.312 0.205
C -3.106 -2.925 0.090 -0.464
O -3.873 -3.711 0.479 0.204
C -3.225 -2.100 -1.070 -0.441
O -2.138 -1.818 -1.564 0.280
O -4.292 -1.650 -1.587 0.102
O -3.384 -2.619 -5.140 -0.053
H -3.247 -3.038 -6.028 0.062
H -2.638 -2.240 -4.754 -0.050
O -1.966 1.947 -7.928 -0.050
H -1.235 2.254 -8.428 0.004
H -1.674 1.701 -7.043 -0.023
O -0.277 4.360 -5.420 -0.011
H -0.282 3.421 -5.499 0.000
H -0.518 4.611 -4.562 -0.008
O 2.514 0.638 -5.487 -0.014
H 2.663 -0.263 -5.457 -0.008
H 3.189 0.945 -4.820 0.078
O 4.766 3.127 0.772 -0.122
H 5.740 3.230 0.416 0.090
H 4.280 2.720 0.057 -0.065
O -2.972 0.958 -2.405 -0.032
H -3.402 0.038 -2.460 0.089
H -2.650 1.052 -1.543 -0.039
O -2.271 0.813 0.391 -0.115
H -2.217 1.876 0.519 0.140
H -1.368 0.490 0.082 0.038
O 3.447 4.846 -2.397 -0.063
H 3.450 4.980 -1.465 0.005
H 3.354 5.733 -2.842 0.065
O 1.065 -2.988 -6.126 -0.150
H 0.941 -2.929 -7.070 -0.002
H 0.257 -2.773 -5.442 0.072
O -4.390 2.284 -5.340 -0.099
H -5.025 1.622 -5.749 0.063
H -3.557 1.754 -5.319 0.007
O 0.322 3.400 2.805 -0.112
H -0.610 3.146 2.949 0.019
H 0.504 2.967 1.911 0.010
O -2.540 3.749 -2.354 -0.099
H -2.832 2.819 -2.507 0.004
H -1.529 3.822 -2.271 0.060
```

Entry 2:
The following is a quantum chemistry calculation of a 17-piece molecular cluster, H35O17 overall at a distorted geometry, from the OMol25 dataset.

Summary:
Spin multiplicity: 2
Max |F| in eV/Å: 9.30
Lowest unoccupied orbital energy (spin up / spin down) in eV: 0.18 / -0.01
Energy above the lowest of the compared OMol25 structures with the same formula, charge and spin in kcal per mole: 98.7

The geometry in XYZ format:
```
52
Properties=species:S:1:pos:R:3:nbo_charge:R:1
O -1.638 2.171 -3.514 -0.976
H 2.667 -1.904 -2.812 0.475
H 3.660 -3.171 -3.117 0.490
O 3.027 -2.665 -2.594 -0.997
H 1.226 4.221 1.521 0.481
H 1.292 0.584 -0.628 0.539
O -1.324 5.337 -0.733 -0.947
H 0.761 -0.670 -1.486 0.522
H -1.897 5.119 -1.474 0.492
O 3.876 1.564 -0.132 -0.989
H 3.949 0.773 0.338 0.475
H -2.470 4.246 2.268 0.461
O -3.721 -0.135 1.755 -0.940
H -0.384 -1.931 -2.553 0.266
O -2.816 -2.588 2.784 -0.947
H -1.928 -2.269 3.118 0.485
H 1.384 -1.452 2.756 0.462
O 1.479 -0.056 0.744 -0.941
H 3.489 2.446 -3.971 0.477
H -0.368 0.343 -1.240 0.518
O -2.618 3.765 1.483 -0.955
H -2.075 1.777 -2.863 0.487
H -1.600 -4.735 0.605 0.483
O 1.732 3.580 2.076 -0.970
H -2.001 0.056 -0.033 0.544
H 2.664 3.531 1.883 0.488
O 1.954 -0.937 3.208 -0.943
H 2.332 -0.458 1.175 0.510
H 2.050 -1.490 3.975 0.476
O 0.246 -2.150 -1.700 -1.286
H 1.255 -4.956 0.352 0.450
H -3.969 0.505 2.394 0.481
O -1.544 -1.364 0.948 -1.010
H -0.539 5.569 -0.959 0.460
H -2.170 -2.095 0.708 0.494
O 1.096 -4.461 1.078 -0.970
H -1.953 2.352 -4.335 0.478
H 0.224 -4.092 0.923 0.470
O -1.785 -3.813 0.856 -1.025
H 1.272 0.608 1.299 0.491
H -3.064 -1.940 2.206 0.483
O -1.747 -0.156 -1.052 -1.013
H -4.575 -0.619 1.685 0.468
H -1.840 -1.004 -1.292 0.471
O 0.603 0.378 -1.523 -0.921
H -2.107 -3.704 1.705 0.494
H 4.394 1.746 -0.954 0.511
O 3.161 1.770 -3.363 -0.949
H 2.498 1.311 -3.637 0.464
H -1.979 4.111 0.864 0.486
H 0.598 -3.121 -1.663 0.451
H -0.650 -1.594 0.674 0.494
```

Entry 3:
The following is a quantum chemistry calculation of a 2-piece molecular cluster, C6H9NOS overall at a distorted geometry, from the OMol25 dataset.

Summary:
Max |F| in eV/Å: 3.57
Lowest unoccupied orbital energy in eV: 0.55
Energy above the lowest of the compared OMol25 structures with the same formula, charge and spin in kcal per mole: 119.7

The geometry in XYZ format:
```
18
Properties=species:S:1:pos:R:3:nbo_charge:R:1
C 1.345 0.679 -1.559 0.447
C -0.125 -1.578 1.653 -0.455
C 1.079 -1.143 2.400 -0.168
C 0.558 -0.259 1.675 -0.153
C -1.405 1.470 -1.568 -0.826
C 1.400 1.910 -1.181 -0.689
N 1.131 -0.411 -2.058 -0.641
O -0.487 2.529 0.610 -0.977
S -0.214 2.737 -0.833 1.264
H -0.101 -2.325 0.762 0.161
H -1.110 -1.769 2.303 0.168
H 1.733 -1.430 3.097 0.206
H 1.068 -1.319 -1.548 0.413
H 0.511 0.637 1.232 0.234
H -1.892 2.130 -2.385 0.229
H -2.136 1.124 -0.764 0.267
H -0.857 0.640 -2.094 0.244
H 2.351 2.453 -0.945 0.279
```